No. 1
# CH3NOP2S

One molecule with the formula CH3NOP2S in a non-equilibrium geometry (wB97M-V/def2-TZVPD, the Open Molecules 2025 dataset).

The calculation puts the HOMO-LUMO gap at 9.17 eV. For the LUMO energy, the calculation gives -0.048 eV.

Structure (XYZ):
```
9
Properties=species:S:1:pos:R:3:forces:R:3
S 0.77111 1.04032 1.21510 0.3 0.7 -1.4
P 0.40344 -0.88118 1.70497 -0.2 -1.5 -1.0
P 0.16190 -1.57750 -1.21324 0.6 0.2 1.1
O 0.74516 -1.89030 0.27671 0.3 0.3 0.2
N -0.17234 -0.08287 -1.28951 -0.4 -1.7 -1.2
C -0.17047 1.05088 -0.57563 -1.5 0.2 3.4
H 0.32814 1.80236 -1.06482 1.1 2.0 -1.0
H -1.18491 1.36668 -0.22929 0.7 -0.2 -0.6
H -0.88205 -0.82838 1.17569 -0.9 0.0 0.6
```
Positions in Å, forces in eV/Å.

=====

No. 2
# C12H14N4O3

One molecule with the formula C12H14N4O3 in a non-equilibrium geometry (wB97M-V/def2-TZVPD, the Open Molecules 2025 dataset).

The calculation puts the HOMO-LUMO gap at 9.43 eV. For the LUMO energy, the calculation gives 0.802 eV.

Structure (XYZ):
```
33
Properties=species:S:1:pos:R:3:forces:R:3
O -5.23143 0.36036 0.53538 -0.1 0.0 0.1
O 4.65291 0.75268 -1.00078 -0.3 0.1 0.0
O -3.40178 -0.00027 -0.72006 0.3 0.1 -0.1
N -1.41973 2.45399 -0.48308 -0.9 0.6 -0.3
N -1.91543 1.70105 0.46988 0.9 0.1 0.1
N -1.03322 0.86758 0.97440 0.4 -0.3 0.2
N -0.18846 2.12955 -0.62160 0.7 -0.1 -0.2
C 5.93616 0.18705 -0.89311 0.2 -0.1 0.0
C -4.10183 0.61147 0.22104 0.1 0.3 0.2
C 3.66561 0.29337 -0.18475 -0.1 0.0 0.1
C -3.86378 -2.38758 -0.62147 0.0 0.4 0.0
C 3.82082 -0.71274 0.76446 0.3 0.1 -0.2
C -4.02370 -1.09367 -1.40423 -0.4 -0.4 -0.1
C 2.42079 0.90008 -0.34001 0.0 -0.1 0.1
C 2.74085 -1.10138 1.54335 -0.1 0.0 0.0
C -3.28208 1.73336 0.87267 -0.7 -0.2 0.0
C 0.06269 1.14792 0.27332 -1.1 0.2 0.2
C 1.50659 -0.50505 1.39488 0.0 0.0 0.0
C 1.34804 0.50437 0.44499 0.6 -0.3 0.1
H -2.81156 -2.57876 -0.42507 0.1 -0.1 0.0
H 2.87654 -1.88340 2.27599 0.0 -0.1 0.1
H -4.27465 -3.21258 -1.19584 0.0 -0.1 -0.1
H 0.66349 -0.80167 1.99795 -0.1 -0.1 0.1
H -3.70916 2.69322 0.57091 0.1 -0.1 0.1
H 5.92553 -0.88369 -1.12217 0.0 0.0 0.0
H 6.36276 0.34177 0.10341 0.0 0.0 0.0
H -3.51333 -1.14654 -2.36752 -0.1 0.1 0.1
H -4.39400 -2.31890 0.32532 0.0 0.0 0.1
H 6.54841 0.70512 -1.62954 0.0 -0.1 0.1
H 4.77256 -1.19983 0.90768 0.1 0.0 0.0
H -3.35364 1.62378 1.95799 0.0 0.1 -0.2
H -5.08291 -0.86065 -1.55096 0.2 0.0 -0.1
H 2.29693 1.68000 -1.07341 0.0 0.1 -0.1
```
Positions in Å, forces in eV/Å.

=====

No. 3
# C13H27As3F6MgNO4S2

C13H27As3F6MgNO4S2 as an isolated structure in a non-equilibrium geometry (wB97M-V/def2-TZVPD, the Open Molecules 2025 dataset).

The calculation puts the HOMO-LUMO gap at 8.77 eV. Its total charge is +1. For the LUMO energy, the calculation gives -2.339 eV.

Structure (XYZ):
```
57
Properties=species:S:1:pos:R:3:forces:R:3
As -0.13551 -0.12396 3.24044 0.1 0.0 -0.4
As -0.00136 2.28121 0.17546 0.1 -0.5 0.1
As -1.30289 4.33305 5.87139 0.0 0.0 0.0
S -1.35678 -2.01732 -0.61652 0.6 -0.8 0.0
S 1.46758 -2.43685 -0.54565 -0.8 -0.3 0.3
Mg 0.18969 -0.33502 0.61973 0.2 0.6 0.7
F -1.99630 -4.45739 -1.21519 0.0 0.1 0.1
F 1.98881 -4.69445 0.64889 0.0 0.1 0.0
F -2.71347 -3.82079 0.73329 0.1 0.0 0.0
F 3.68806 -3.37050 0.35470 -0.2 -0.1 0.1
F 2.23881 -2.94678 1.91081 0.0 0.0 0.0
F -3.65660 -3.05403 -1.06406 0.3 -0.2 0.1
O 1.66720 -3.02140 -1.81562 0.0 0.0 -0.2
O -1.20435 -1.72121 -1.99730 0.0 0.1 -0.2
O 1.88074 -1.04133 -0.30927 0.1 0.1 0.0
O -1.85525 -0.96137 0.26947 0.1 0.0 -0.2
N -0.00732 -2.49600 0.14405 0.0 0.2 -0.6
C -2.51106 -3.45990 -0.52326 -0.4 0.2 0.0
C -1.42080 -1.45512 3.81630 0.0 0.1 0.2
C 0.87582 3.00562 3.37288 0.3 0.1 0.0
C -0.61904 2.88411 3.12176 -0.1 0.0 0.0
C -1.40667 3.95425 3.91272 0.0 0.1 -0.1
C -0.93145 3.19752 1.63964 0.0 0.2 -0.1
C 2.40898 -3.44564 0.68958 0.1 0.0 -0.1
C 1.66813 3.24859 -0.03209 -0.1 0.2 0.0
C -0.53717 2.72796 6.71104 0.0 0.0 0.0
C -1.03808 2.86864 -1.35253 0.0 0.2 0.1
C 1.19568 -0.19908 4.65339 -0.1 0.0 0.1
C 0.32352 5.43203 5.91556 0.0 0.0 -0.1
C -1.17729 1.50999 3.53972 -0.1 -0.1 0.2
H 1.48263 4.31246 0.11925 0.0 0.0 0.0
H 1.23552 4.00237 3.10722 0.0 0.0 0.0
H 2.41867 2.91151 0.67796 0.0 0.0 0.0
H 0.43695 5.82543 6.92477 0.0 0.0 0.0
H -0.72410 4.25686 1.45856 0.0 0.0 0.0
H -0.28931 3.02452 7.73073 0.0 0.0 0.0
H -0.97683 -2.44473 3.72746 0.0 0.0 0.0
H -2.47116 3.80132 3.71206 0.0 0.0 0.0
H 1.12968 2.83859 4.41847 -0.1 0.0 0.0
H -1.27901 1.93210 6.77464 0.0 0.0 0.0
H -2.31317 -1.40330 3.19629 0.0 0.0 0.0
H -2.13283 1.33368 3.03644 0.0 0.0 0.0
H 1.64064 -1.19232 4.67723 0.0 0.0 -0.1
H -1.17332 4.93966 3.49517 0.0 0.0 0.0
H 0.37159 2.35694 6.23855 0.0 0.0 0.0
H -1.17358 3.94914 -1.30616 0.0 0.0 0.0
H -0.51338 2.61001 -2.27004 0.0 0.0 0.0
H 0.19272 6.27755 5.24050 0.0 0.0 0.0
H 1.98318 0.53373 4.49760 0.0 0.0 -0.1
H -1.99982 3.05878 1.45337 0.0 0.0 0.0
H 2.04631 3.09530 -1.04139 0.0 0.0 0.0
H -2.00963 2.37911 -1.34908 0.0 0.0 0.0
H 1.45530 2.28713 2.78151 -0.1 0.0 0.0
H 0.71155 -0.00897 5.61174 0.0 0.0 0.0
H 1.22830 4.89169 5.64719 0.0 0.0 0.0
H -1.39744 1.50784 4.60866 0.0 0.1 0.0
H -1.68669 -1.26797 4.85680 0.0 -0.1 0.0
```
Positions in Å, forces in eV/Å.

=====

No. 4
# C4H29N2O10

A 11-piece molecular cluster, C4H29N2O10 overall in a non-equilibrium geometry (wB97M-V/def2-TZVPD, the Open Molecules 2025 dataset).

The calculation puts the HOMO-LUMO gap at 8.02 eV. Its total charge is -1. For the LUMO energy, the calculation gives 2.529 eV.

Structure (XYZ):
```
45
Properties=species:S:1:pos:R:3:forces:R:3
O 1.71848 0.15317 2.38712 1.1 -0.7 -2.7
O -1.64244 3.11601 0.75126 -1.8 -0.2 2.4
O 2.11696 3.29744 0.73155 0.8 0.4 -1.1
O 0.27317 2.32154 2.44935 0.9 1.1 2.0
O -0.01301 3.67989 -1.21629 0.3 -0.9 -0.6
O -0.35102 -2.01367 2.05115 -0.2 -0.8 -0.3
O -2.35133 0.15167 0.42522 5.6 0.6 -2.2
O 2.62598 0.92222 0.06879 1.7 -0.4 0.3
O -2.83701 -2.38521 0.79257 0.0 -0.5 0.1
O -2.62306 -0.36042 -2.37044 -2.8 3.2 3.4
N 0.69942 0.33086 -1.95434 -0.3 0.4 1.1
N 0.36498 -2.63877 -0.51355 -0.6 1.9 -1.1
C -0.40881 -0.98132 2.64703 -0.1 1.4 -0.2
C 1.83118 -2.93398 -0.49776 -1.7 -1.6 0.9
C 0.46964 -0.91602 -2.58390 2.0 -2.5 -3.3
C -0.17691 -2.13439 -1.84897 -0.6 -1.3 0.8
H 0.77905 3.75883 -0.65701 0.4 0.2 0.5
H -0.16052 -0.70616 -3.51346 0.6 -0.7 1.0
H -0.16831 -3.13570 -2.48744 -0.1 2.4 0.7
H -1.32934 3.61998 0.02592 1.1 0.4 -1.6
H -1.97453 -2.76942 0.58814 0.4 -0.2 0.2
H -0.06335 0.37167 -1.29045 0.1 0.8 0.6
H 1.89969 0.96898 2.80435 0.5 1.3 1.3
H -0.61453 -0.00014 2.19188 -0.3 -0.5 -0.2
H 0.08053 2.73088 -1.46089 -0.2 0.7 -0.2
H 1.54517 3.10941 1.46870 -0.6 0.0 0.6
H -2.26114 -0.09684 -1.44733 0.1 -0.9 -1.7
H 1.49168 -1.32794 -3.00639 -1.7 0.9 0.6
H -1.25365 -1.81950 -1.65750 1.3 -0.9 -0.2
H -1.54433 2.18217 0.58502 0.0 -0.4 -0.6
H 1.59288 0.44577 -1.44456 -0.6 -0.3 0.1
H -2.03061 -0.74198 0.61070 -0.8 -0.1 0.2
H 1.90078 -3.57598 0.42528 0.5 0.9 -0.6
H 2.24483 0.43852 1.36094 -0.7 -0.6 0.7
H 2.33326 -1.96191 -0.34457 0.8 -0.9 -0.7
H 3.59757 1.10076 -0.06529 -1.5 -0.6 0.3
H 2.07686 -3.72042 -1.31402 0.0 2.0 0.8
H 2.39051 2.35853 0.42391 -0.4 0.6 0.1
H -0.48933 2.76746 2.10916 -0.9 0.1 -0.9
H -3.47883 0.21653 -2.10529 2.3 -2.0 -1.8
H 0.43028 1.42838 2.17163 -0.2 -0.8 -0.7
H -0.31508 -0.92171 3.70411 0.3 -0.1 1.4
H 0.20031 -1.87563 0.19560 0.4 -1.3 -1.0
H -3.17798 0.26462 0.71799 -4.8 0.2 1.9
H -3.39809 -2.71818 0.09212 -0.2 0.0 -0.3
```
Positions in Å, forces in eV/Å.

=====

No. 5
# C4H8N2O2

A 2-piece molecular cluster, C4H8N2O2 overall in a non-equilibrium geometry (wB97M-V/def2-TZVPD, the Open Molecules 2025 dataset).

The calculation puts the HOMO-LUMO gap at 10.00 eV. For the LUMO energy, the calculation gives 0.624 eV.

Structure (XYZ):
```
16
Properties=species:S:1:pos:R:3:forces:R:3
O -0.43929 -0.26565 1.79922 -0.5 0.3 0.1
O 0.06685 1.86931 2.36078 -0.3 0.4 0.2
N 0.20380 -0.18316 -0.97146 0.0 -0.3 0.5
N -1.26183 1.46787 0.38961 0.8 -0.9 0.1
C -0.02792 -1.25949 -0.37859 0.2 0.3 -1.1
C 1.56459 0.27442 -1.27755 0.1 0.0 0.2
C -0.46982 0.96822 1.76919 0.5 -0.3 -1.2
C -0.33720 -2.46824 -0.03882 0.0 -0.1 0.4
H -0.47866 -3.22654 -0.79730 -0.1 0.1 -0.1
H -2.21449 1.11681 0.41186 0.0 0.0 0.0
H 1.55846 0.74917 -2.25777 0.0 0.0 0.1
H -0.56458 0.73463 -0.55067 -0.7 0.5 0.8
H -1.26879 2.47938 0.32360 0.0 0.0 0.1
H 2.27691 -0.54907 -1.26364 -0.1 0.0 0.0
H -0.46508 -2.71367 1.00428 0.1 0.0 0.0
H 1.85705 1.00602 -0.52273 0.0 0.0 -0.1
```
Positions in Å, forces in eV/Å.

=====

No. 6
# C5HF3O5S

A 3-piece molecular cluster, C5HF3O5S overall in a non-equilibrium geometry (wB97M-V/def2-TZVPD, the Open Molecules 2025 dataset).

The calculation puts the HOMO-LUMO gap at 10.41 eV. For the LUMO energy, the calculation gives 0.162 eV.

Structure (XYZ):
```
15
Properties=species:S:1:pos:R:3:forces:R:3
S -0.99168 0.88736 0.53667 -2.8 1.7 -1.7
F -3.51786 0.13978 1.16681 -0.9 -1.4 1.0
F -3.19686 2.22449 0.81570 -0.6 0.8 -0.1
F -0.93747 1.38191 -1.08125 0.1 -0.2 1.0
O 1.97273 -4.10879 -1.30891 -0.3 1.5 1.1
O 2.11337 -0.34760 1.80397 0.0 -0.5 0.3
O -0.67222 -0.49211 0.53558 0.6 -1.9 0.1
O 1.30820 2.03660 0.07000 0.8 0.1 0.5
O 2.22668 1.38108 -1.91284 1.8 -1.3 -3.2
C -2.98110 0.98991 0.35638 2.1 0.6 -2.5
C 1.82067 1.67279 -0.90669 -1.9 1.4 2.5
C 2.11686 -2.16847 0.16453 -0.1 1.3 1.6
C 1.97685 -3.18249 -0.58677 0.5 -1.7 -1.2
C 2.09123 -1.26811 1.10590 0.0 -0.5 -1.8
H -3.32941 0.85363 -0.75908 0.7 0.3 2.1
```
Positions in Å, forces in eV/Å.

=====

No. 7
# C12H19BEuN11O4S5

C12H19BEuN11O4S5 as an isolated structure in a non-equilibrium geometry (wB97M-V/def2-TZVPD, the Open Molecules 2025 dataset).

As for the spin multiplicity: 7. The calculation puts the HOMO-LUMO gap (alpha / beta) at 4.45 / 6.29 eV. For the LUMO energy (alpha / beta), the calculation gives -0.402 / -2.557 eV.

Structure (XYZ):
```
53
Properties=species:S:1:pos:R:3:forces:R:3
Eu -0.20304 0.52856 0.02278 -1.0 -0.4 -1.0
S -1.90354 2.33166 1.35028 0.4 0.7 0.9
S 1.22326 4.16656 3.72618 -0.3 -0.1 -0.2
S -1.67394 4.03426 3.78108 0.3 -0.1 -0.2
S 1.52756 2.45766 1.32588 -0.4 0.5 1.0
S -0.25624 5.69586 5.80318 0.0 -0.2 -0.3
O -1.42054 1.11166 -2.07422 4.3 1.6 -0.1
O -3.49434 0.68376 -2.51722 -2.7 0.4 -2.2
O 3.09666 1.69756 -2.89602 -0.5 0.3 0.2
O 1.67826 0.75736 -1.42042 0.2 -0.1 0.3
N -2.52794 -0.03364 -0.63262 -0.3 -0.8 2.4
N 0.99026 -1.05994 1.58708 0.1 0.4 0.0
N -2.51404 0.59736 -1.78132 -1.9 -1.3 0.4
N 1.36316 2.88136 -2.17392 0.1 0.5 -0.1
N 1.11926 -2.39164 1.43088 0.2 -0.2 0.1
N -3.45084 -1.17164 1.08138 -0.4 -0.8 1.3
N -4.72094 -0.84544 -0.85312 -0.9 -0.3 -0.2
N -2.28534 -0.89174 1.80398 0.1 -0.1 0.2
N 0.25916 3.11796 -1.34432 0.1 0.3 0.2
N -0.11564 -1.59204 -1.20502 0.2 0.0 -0.3
N 0.10586 -2.84984 -0.80082 0.1 -0.4 0.1
C -0.23634 4.68966 4.51518 0.0 0.2 0.2
C -0.02524 -1.59634 -2.54112 0.0 -0.1 -0.1
C 2.84556 -1.74814 2.64828 -0.1 0.1 0.0
C 2.03516 -0.66664 2.32938 0.1 -0.2 0.1
C -0.88974 3.14776 2.47988 -2.5 -0.3 -0.4
C 2.21656 -2.82294 2.05278 0.1 0.1 0.1
C -3.59744 -0.66084 -0.15882 1.7 1.1 -1.2
C 0.47206 3.20406 2.46008 2.5 -0.1 -0.3
C 0.33096 -3.63914 -1.85182 0.0 0.1 -0.3
C 0.25796 -2.87554 -3.00212 0.0 0.0 0.1
C 3.88146 0.50676 -2.84652 0.2 -0.5 0.1
C 2.02226 1.70996 -2.10672 0.0 0.4 -0.4
B 0.11156 -3.28624 0.68268 -0.2 0.4 -0.2
H 1.75226 3.61926 -2.75142 -0.1 -0.2 0.2
H -0.53934 3.45066 -1.88452 0.2 -0.5 0.0
H -0.16944 -0.69774 -3.11652 -0.1 0.1 0.1
H -0.98534 -3.14464 1.14718 -0.3 0.0 0.1
H 3.74466 -1.75034 3.22828 0.2 0.0 0.1
H -4.75294 -0.36214 -1.75182 0.2 0.0 0.1
H 4.67386 0.64446 -3.57662 -0.1 0.0 0.0
H -1.83864 -1.75524 2.12148 -0.2 0.3 -0.2
H 2.17136 0.36146 2.60698 -0.1 0.1 0.0
H 3.27566 -0.36594 -3.09442 0.0 0.1 0.0
H 0.51556 -4.68734 -1.73612 0.1 -0.2 0.2
H -4.24824 -1.60614 1.53788 0.4 0.2 -0.1
H 4.30526 0.37466 -1.85022 0.0 0.0 -0.1
H -5.51814 -1.33634 -0.49372 0.1 0.0 0.2
H 0.38666 -3.20184 -4.01302 0.0 0.0 -0.2
H -2.47314 -0.26154 2.58458 0.0 -0.2 -0.2
H 2.49046 -3.85864 2.04038 -0.1 -0.2 -0.1
H 0.49416 3.79806 -0.61382 0.0 -0.3 -0.4
H 0.49366 -4.40884 0.74068 0.1 -0.3 0.0
```
Positions in Å, forces in eV/Å.

=====

No. 8
# C20H23NO7

One molecule with the formula C20H23NO7 in a non-equilibrium geometry (wB97M-V/def2-TZVPD, the Open Molecules 2025 dataset).

The calculation puts the HOMO-LUMO gap at 8.61 eV. For the LUMO energy, the calculation gives 0.538 eV.

Structure (XYZ):
```
51
Properties=species:S:1:pos:R:3:forces:R:3
O -2.77600 -1.53882 0.28278 0.2 -0.1 0.2
O 3.88513 0.01107 -1.70652 0.2 0.1 0.0
O 3.22927 2.03927 0.97635 0.0 0.1 0.2
O -2.27286 2.04773 0.52049 0.1 -0.1 0.2
O 4.10635 -0.44687 0.47971 0.1 0.0 0.4
O 2.47079 -2.85491 1.90759 0.1 0.0 0.0
O -2.63048 -0.56380 -1.73660 -0.1 -0.1 0.0
N 1.48210 -1.35937 -1.21566 -0.1 0.0 -0.3
C -0.11367 2.01791 -0.61342 -0.4 0.0 0.1
C -0.29948 1.87843 1.77158 -0.1 0.0 -0.2
C -0.66477 -1.33786 -0.67137 0.3 -0.1 -0.1
C -2.92829 2.39215 -0.68262 -0.1 0.0 -0.3
C 0.26263 -1.06230 -1.68091 -0.2 -0.1 0.1
C 1.40317 -1.82990 0.08079 -1.0 -0.1 0.4
C 1.26986 1.99589 -0.50272 0.4 0.0 0.1
C 1.87354 1.95761 0.74379 -0.2 0.0 0.0
C -0.91198 1.98134 0.52022 0.2 0.1 0.0
C 0.05489 -1.82666 0.44474 0.5 0.0 -0.2
C -4.46213 -0.39076 1.56370 0.2 -0.2 -0.3
C 3.92927 -1.85096 0.31163 0.0 -0.6 0.1
C -2.10226 -1.10124 -0.78361 0.1 0.1 -0.4
C 1.07111 1.87190 1.88145 0.2 0.0 -0.1
C 2.53734 -2.24770 0.85730 0.7 0.1 -0.1
C 4.10995 1.81320 -0.09211 0.0 0.0 -0.1
C 0.06357 -0.57845 -3.06694 0.0 0.0 -0.1
C 4.02850 0.36093 -0.55741 -0.1 0.4 -0.4
C -0.49392 -2.21753 1.76349 0.1 -0.1 0.3
C -4.17451 -1.27176 0.35694 -0.6 0.3 -0.1
H -1.15425 -3.07608 1.65448 -0.1 0.0 0.1
H 4.68594 -2.33387 0.93396 -0.2 0.1 -0.1
H 0.20053 -1.39921 -3.77193 0.0 0.0 -0.1
H 1.85551 2.02534 -1.40860 0.1 0.0 -0.1
H -5.52374 -0.16405 1.60660 -0.1 0.0 0.0
H 1.55055 1.81666 2.84517 0.1 0.0 0.1
H -2.87022 1.58548 -1.41817 0.0 0.1 0.1
H -0.55373 2.06318 -1.59609 -0.1 0.0 -0.1
H 0.79003 0.19597 -3.30688 0.1 0.1 -0.1
H 2.33538 -1.19003 -1.73482 -0.1 0.0 0.1
H -0.94529 -0.19468 -3.17948 0.0 0.0 0.0
H -4.17124 -0.90177 2.47802 0.0 0.0 0.1
H -4.49126 -0.78439 -0.57099 0.0 -0.2 0.2
H 0.31220 -2.47094 2.44454 -0.1 0.0 0.0
H -3.97037 2.55662 -0.41151 0.0 0.0 -0.1
H -0.92375 1.82311 2.64915 -0.1 0.0 0.1
H -2.51562 3.31170 -1.10778 0.0 0.0 0.0
H -3.89920 0.53638 1.48813 0.0 0.1 0.0
H -1.08526 -1.40042 2.17234 -0.1 0.0 0.1
H 4.06376 -2.13213 -0.73751 0.0 0.0 0.1
H 3.93237 2.48286 -0.94212 0.0 -0.2 0.1
H 5.10932 2.00060 0.31156 -0.1 0.0 -0.1
H -4.67876 -2.23890 0.44922 0.1 0.1 -0.1
```
Positions in Å, forces in eV/Å.